C31H26IPPt as an isolated structure. Source: OMol25; level of theory: the ωB97M-V functional and the def2-TZVPD basis.

Positions of all 60 atoms, in Å:
1 H 0.411032 -3.786573 -2.355346
2 C 0.983373 0.311910 4.388028
3 H -3.239280 1.642431 -0.524446
4 H -2.223226 -0.407452 2.295894
5 H 0.846254 -2.598799 -1.121608
6 C -4.537948 -1.293529 -1.805750
7 C -0.046059 0.293263 -4.856550
8 C -1.108758 1.724978 -0.774612
9 H -0.099503 1.077968 -5.600366
10 C -4.240314 -1.807708 0.518663
11 H 1.473092 1.492622 -1.998774
12 C 3.340538 -0.097297 4.075433
13 H -0.850069 -2.964769 -1.419049
14 C -2.492755 3.636393 -0.293269
15 C 0.050509 2.533421 -0.756849
16 H -6.052269 -2.167831 -0.562759
17 C 4.272354 -0.570088 1.904705
18 H 6.367997 -0.952238 1.803400
19 C -0.404293 0.560078 -3.544957
20 P -0.763147 -0.055959 -0.826389
21 H -3.471867 4.065623 -0.124777
22 H 6.715509 -0.545405 4.217850
23 C -2.361745 2.277341 -0.545453
24 C 0.372723 -0.979790 -5.205096
25 H -2.849395 -0.424965 -2.784539
26 H 2.400565 0.234374 5.982585
27 C 5.716799 -0.478031 3.807151
28 H -5.152083 -1.279824 -2.696921
29 C 4.647262 -0.199372 4.607404
30 H 0.776597 4.516001 -0.410272
31 Pt 1.484909 0.057504 0.095297
32 H -4.631922 -2.207840 1.446727
33 H -0.721861 1.557006 -3.262100
34 C -0.344036 -0.436402 -2.572446
35 C 0.425506 -1.979939 -4.245769
36 H 0.655254 -1.194579 -6.227948
37 C 2.233048 0.158239 4.914645
38 H -1.454795 5.488307 -0.004839
39 C 5.525142 -0.691481 2.428697
40 H -0.200290 0.426656 2.598890
41 C -5.038514 -1.790739 -0.611760
42 C -2.102470 -1.344284 1.745786
43 C 1.821577 -0.047856 2.133010
44 C 0.121789 -2.838852 -1.902631
45 C -0.105957 3.888561 -0.459440
46 H 0.745193 -2.975284 -4.532191
47 C -2.934496 -1.322443 0.492127
48 C 0.070920 -1.735228 -2.924411
49 H -2.408699 -2.154674 2.406400
50 H -1.044915 -1.461012 1.510955
51 C 3.129044 -0.243106 2.669643
52 I 4.052886 -0.944477 -0.191753
53 C -1.359015 4.434398 -0.234877
54 H 4.787764 -0.051362 5.671717
55 H 0.134954 0.503182 5.033979
56 C -3.242365 -0.809381 -1.853542
57 C 1.366674 1.931637 -1.003422
58 H 2.200513 2.597492 -0.796805
59 C 0.789379 0.238913 2.995013
60 C -2.437128 -0.809729 -0.712282

Cartesian forces (eV/Å) of the 6 atoms listed first:
-0.035 0.019 -0.028
0.043 0.002 0.060
0.003 0.002 -0.069
0.032 -0.014 -0.002
0.009 -0.020 0.066
0.005 0.027 -0.052

Summary:
Charge   0
Largest force on an atom   0.669 eV Å⁻¹
⟨S²⟩   2.0103
LUMO level (spin up / spin down)   0.5 / -0.7 eV
Multiplicity   3
Gap between HOMO and LUMO (spin up / spin down)   0.2518 / 0.2626 Eh
DFT total energy   -1955.21286 Eh

What are the natural (NBO) partial charges on each atom? They are as follows, in elementary charge units: atom 1 (H): 0.221, atom 2 (C): -0.208, atom 3 (H): 0.221, atom 4 (H): 0.223, atom 5 (H): 0.235, atom 6 (C): -0.223, atom 7 (C): -0.224, atom 8 (C): -0.393, atom 9 (H): 0.216, atom 10 (C): -0.208, atom 11 (H): 0.219, atom 12 (C): -0.082, atom 13 (H): 0.227, atom 14 (C): -0.235, atom 15 (C): -0.012, atom 16 (H): 0.215, atom 17 (C): -0.100, atom 18 (H): 0.225, atom 19 (C): -0.208, atom 20 (P): 0.907, atom 21 (H): 0.213, atom 22 (H): 0.217, atom 23 (C): -0.187, atom 24 (C): -0.185, atom 25 (H): 0.227, atom 26 (H): 0.208, atom 27 (C): -0.215, atom 28 (H): 0.217, atom 29 (C): -0.167, atom 30 (H): 0.211, atom 31 (Pt): 0.534, atom 32 (H): 0.211, atom 33 (H): 0.228, atom 34 (C): -0.353, atom 35 (C): -0.219, atom 36 (H): 0.213, atom 37 (C): -0.194, atom 38 (H): 0.213, atom 39 (C): -0.265, atom 40 (H): 0.210, atom 41 (C): -0.188, atom 42 (C): -0.647, atom 43 (C): -0.267, atom 44 (C): -0.650, atom 45 (C): -0.210, atom 46 (H): 0.211, atom 47 (C): 0.012, atom 48 (C): 0.010, atom 49 (H): 0.223, atom 50 (H): 0.239, atom 51 (C): -0.070, atom 52 (I): 0.218, atom 53 (C): -0.191, atom 54 (H): 0.211, atom 55 (H): 0.211, atom 56 (C): -0.185, atom 57 (C): -0.679, atom 58 (H): 0.215, atom 59 (C): -0.248, atom 60 (C): -0.350